(1)
A cluster of 7 separate species, C17H41NO12S3 in total. Source: the OMol25 dataset; level of theory: ωB97M-V/def2-TZVPD.

## Properties
HOMO-LUMO gap in eV: 10.1
Structure (SMILES): CCOS(C)(=O)=O.CCOS(C)(=O)=O.CCOS(C)(=O)=O.c1ccncc1.CO.CO.CO
Highest occupied orbital energy in Ha: -0.3550

XYZ file:
```
74
C17H41NO12S3 ωB97M-V/def2-TZVPD
C 3.973 0.600 2.809
C 2.949 1.725 2.491
O 3.084 2.164 1.141
S 3.797 3.615 0.773
C 5.570 2.971 0.497
O 3.233 4.024 -0.479
O 3.809 4.475 1.938
H 3.899 -0.221 2.095
H 3.775 0.205 3.805
H 4.983 0.989 2.684
H 1.949 1.291 2.530
H 2.989 2.508 3.248
H 5.989 2.342 1.283
H 6.114 3.871 0.212
H 5.541 2.313 -0.372
C 4.836 -2.174 -4.550
C 4.174 -0.893 -4.030
O 2.928 -1.170 -3.563
S 2.642 -1.818 -2.071
C 2.606 -0.283 -1.091
O 1.329 -2.426 -2.074
O 3.744 -2.594 -1.614
H 5.004 -2.938 -3.791
H 5.831 -2.012 -4.963
H 4.158 -2.671 -5.244
H 4.831 -0.480 -3.265
H 4.057 -0.123 -4.793
H 1.844 0.367 -1.522
H 3.560 0.244 -1.071
H 2.324 -0.496 -0.060
C -2.345 -5.079 0.074
C -2.569 -3.628 -0.251
O -3.540 -3.692 -1.260
S -3.448 -2.551 -2.453
C -2.173 -3.280 -3.573
O -4.721 -2.514 -3.149
O -2.857 -1.338 -1.868
H -1.603 -5.272 0.848
H -1.882 -5.446 -0.842
H -3.227 -5.718 0.126
H -3.034 -3.096 0.578
H -1.636 -3.145 -0.543
H -2.482 -4.319 -3.678
H -1.234 -3.262 -3.020
H -1.986 -2.624 -4.424
C -6.130 1.423 1.469
C -5.570 2.378 2.286
C -4.365 2.917 1.985
N -3.670 2.645 0.814
C -4.287 1.757 -0.041
C -5.516 1.141 0.253
H -6.987 0.873 1.829
H -5.998 2.510 3.269
H -3.896 3.546 2.727
H -3.820 1.567 -0.996
H -5.920 0.450 -0.472
C -0.244 3.827 1.025
O -0.903 2.793 1.718
H 0.754 3.888 1.459
H -0.169 3.576 -0.033
H -0.541 4.841 1.292
H -1.825 2.917 1.481
C -0.752 -0.087 -0.125
O 0.142 0.237 0.919
H -0.508 -1.067 -0.535
H -1.730 -0.047 0.355
H -0.713 0.659 -0.919
H -0.118 1.084 1.288
C -2.282 -0.333 3.237
O -1.979 -0.615 4.581
H -2.162 -1.188 2.572
H -3.250 0.147 3.089
H -1.521 0.379 2.918
H -2.825 -0.659 5.032
```

---

(2)
A cluster of 12 separate species, C17H41NO15 in total. Source: the OMol25 dataset; level of theory: ωB97M-V/def2-TZVPD.

## Properties
HOMO-LUMO gap in eV: 7.3
Structure (SMILES): CCCOCC1=C(c2ccncc2)C(=O)C(CCO)=CC1=O.O.O.O.O.O.O.O.O.O.O.O
Highest occupied orbital energy in Ha: -0.3496

XYZ file:
```
74
C17H41NO15 ωB97M-V/def2-TZVPD
C 4.624 -2.709 1.555
C 3.905 -2.960 0.103
C 2.333 -2.456 0.023
O 1.713 -2.630 1.346
C 0.482 -1.838 1.497
C 0.706 -0.219 1.622
C -0.351 0.828 1.352
C -1.855 0.316 0.947
C -2.471 0.284 -0.598
C -3.989 -0.308 -0.765
N -4.897 -0.847 0.303
C -4.327 -0.788 1.692
C -2.848 -0.260 2.156
C 0.088 2.435 1.498
O -0.802 3.412 1.816
C 1.673 2.875 1.197
C 2.115 4.366 0.645
C 3.748 4.634 0.696
O 4.162 4.977 2.082
C 2.697 1.789 1.475
C 2.181 0.341 2.072
O 2.933 -0.343 2.938
H 4.883 -1.553 1.674
H 4.021 -3.132 2.480
H 5.677 -3.265 1.587
H 4.519 -2.314 -0.689
H 4.049 -4.105 -0.154
H 2.278 -1.369 -0.412
H 1.771 -3.150 -0.770
H -0.053 -2.244 2.484
H -0.268 -2.026 0.588
H -1.842 0.674 -1.508
H -4.421 -0.315 -1.879
H -5.038 -1.175 2.571
H -2.450 -0.271 3.274
H 1.643 5.182 1.378
H 1.722 4.621 -0.430
H 4.013 5.597 0.043
H 4.383 3.747 0.237
H 3.758 4.343 2.749
H 3.847 1.910 1.296
O -3.873 1.933 4.007
H -4.386 2.202 3.230
H -2.953 2.092 3.747
O -6.084 0.867 -3.417
H -6.911 0.806 -3.919
H -6.318 1.404 -2.645
O -2.076 4.658 -0.773
H -2.984 4.357 -0.927
H -1.871 4.336 0.117
O -6.226 -3.580 0.203
H -5.709 -2.791 0.424
H -5.797 -4.289 0.706
O 0.620 -0.157 -2.041
H 0.503 0.692 -2.494
H 0.045 -0.089 -1.264
O 6.433 -2.537 -1.813
H 6.881 -1.878 -2.364
H 6.754 -3.385 -2.153
O -0.818 -1.287 -4.495
H -1.435 -1.745 -3.905
H -0.178 -0.878 -3.894
O 2.885 -3.284 -3.017
H 3.426 -3.258 -3.821
H 2.057 -2.855 -3.279
O -2.313 -0.056 5.325
H -1.549 0.257 5.832
H -3.070 0.372 5.753
O 3.567 0.357 -2.485
H 3.938 -0.535 -2.564
H 2.664 0.208 -2.168
O -6.737 -1.635 -5.244
H -6.482 -1.390 -6.145
H -6.313 -0.964 -4.689
```

---

(3)
A structure of composition C17H42N8OOsPS. Source: the OMol25 dataset; level of theory: ωB97M-V/def2-TZVPD.

## Properties
HOMO-LUMO gap (alpha / beta) in eV: 7.1 / 7.0
Multiplicity: 5
Highest occupied orbital energy (alpha / beta) in Ha: -0.6523 / -0.6713
Net charge: +3

XYZ file:
```
71
C17H42N8OOsPS ωB97M-V/def2-TZVPD
Os 1.148 1.154 0.807
N 5.057 -0.381 3.260
N 4.200 0.590 3.022
N 4.086 1.635 3.791
C 3.070 2.301 3.276
N 2.588 1.668 2.204
N 3.325 0.569 2.050
H 5.794 -0.174 3.923
H 5.221 -1.060 2.531
H 2.709 3.225 3.680
C -3.511 2.790 -0.991
N -2.137 2.722 -0.518
C -1.440 3.660 0.087
S 0.060 3.218 0.934
N -1.717 4.943 0.194
C -2.738 5.754 -0.446
H -3.947 1.799 -0.908
H -3.571 3.096 -2.034
H -4.094 3.471 -0.377
H -1.679 1.812 -0.579
H -1.081 5.472 0.783
H -3.652 5.790 0.150
H -2.957 5.396 -1.449
H -2.360 6.773 -0.516
C -0.786 -1.035 2.440
C -0.248 -2.099 1.487
C -0.994 -3.411 1.670
C 1.231 -2.288 1.807
P -0.380 -1.438 -0.343
N -0.025 0.110 -0.238
C 0.948 -2.284 -1.507
C 0.850 -3.799 -1.430
C 2.347 -1.789 -1.122
C 0.627 -1.815 -2.918
C -2.173 -1.508 -1.050
C -2.585 -2.914 -1.444
C -3.086 -0.976 0.055
C -2.222 -0.556 -2.245
H -0.654 -1.390 3.461
H -1.840 -0.822 2.305
H -0.220 -0.080 2.342
H -0.788 -3.791 2.670
H -0.668 -4.169 0.963
H -2.071 -3.290 1.593
H 1.331 -2.506 2.869
H 1.797 -1.370 1.595
H 1.671 -3.121 1.268
H 1.142 -4.203 -0.464
H 1.532 -4.226 -2.168
H -0.145 -4.155 -1.683
H 2.853 -2.469 -0.441
H 2.312 -0.783 -0.679
H 2.958 -1.729 -2.022
H -0.302 -2.241 -3.280
H 1.404 -2.164 -3.596
H 0.596 -0.731 -2.983
H -2.485 -3.620 -0.625
H -2.028 -3.281 -2.301
H -3.636 -2.910 -1.730
H -3.155 -1.657 0.899
H -4.099 -0.874 -0.335
H -2.756 0.000 0.409
H -1.939 -1.041 -3.171
H -1.569 0.302 -2.095
H -3.240 -0.200 -2.384
C 2.970 3.050 -1.452
O 2.597 1.703 -1.142
H 3.416 3.084 -2.447
H 3.675 3.444 -0.720
H 2.064 3.651 -1.461
H 3.398 1.164 -1.231
```

---

> Which formula does entry 2 have?

C17H41NO15